(i)
A molecular structure, C42H47N7OPSeZr. Source: the Open Molecules 2025 dataset; level of theory: ωB97M-V/def2-TZVPD.

Last column: Mulliken charge in e.
Positions of all 100 atoms, in Å:
Zr  0.8455  0.1175  -0.2024  -0.160
O  3.3618  3.3500  0.4336  -0.625
C  2.5329  2.6124  -0.0406  -0.285
N  2.5485  1.2366  0.0912  0.692
C  3.8419  0.6213  0.2941  -0.989
C  3.8875  -0.6566  -0.5116  0.294
C  5.0690  -1.3716  -0.6294  -0.801
C  5.0922  -2.5121  -1.4103  -0.664
C  3.9244  -2.9049  -2.0538  -0.926
C  2.7845  -2.1547  -1.8747  0.105
N  2.7463  -1.0491  -1.1065  0.226
C  1.4326  3.0770  -0.9421  0.625
C  1.3052  4.4049  -1.2721  -0.701
C  0.3673  4.7660  -2.2350  -0.751
C  -0.4025  3.7765  -2.8129  -1.290
C  -0.2415  2.4653  -2.3914  0.243
N  0.6711  2.0988  -1.4828  0.281
H  4.0659  0.4186  1.3516  0.180
H  4.6361  1.2895  -0.0450  0.810
H  5.9627  -1.0126  -0.1349  0.564
H  6.0070  -3.0777  -1.5326  0.492
H  3.8994  -3.7757  -2.6937  0.541
H  1.8627  -2.4325  -2.3638  0.058
H  1.9627  5.1247  -0.8038  0.593
H  0.2544  5.8004  -2.5316  0.489
H  -1.1404  4.0009  -3.5700  0.557
H  -0.8562  1.6922  -2.8278  0.717
N  -0.0808  -3.6461  0.3676  0.355
P  -0.7694  -2.2101  -0.1886  1.845
C  -2.5213  -2.4339  0.1447  0.372
C  -3.3192  -3.1522  -0.7481  -0.463
C  -4.6585  -3.3694  -0.4608  -0.853
C  -5.2059  -2.8657  0.7108  -0.620
C  -4.4180  -2.1424  1.5981  -0.882
C  -3.0801  -1.9257  1.3172  0.290
C  -0.5710  -2.2165  -1.9888  0.629
C  -0.3405  -0.9771  -2.5920  1.160
C  -0.0160  -0.8722  -3.9396  -0.932
C  0.0648  -2.0247  -4.7071  -0.986
C  -0.1680  -3.2658  -4.1238  -0.982
C  -0.4674  -3.3648  -2.7725  -0.468
C  1.1634  -3.7790  0.9803  0.391
C  1.5951  -5.0509  1.3753  -1.068
C  2.8228  -5.1717  1.9832  -0.603
C  3.6006  -4.0307  2.1824  -1.322
C  3.0921  -2.8292  1.7539  0.048
N  1.8898  -2.6773  1.1642  0.555
H  -0.6486  -4.4811  0.3508  0.392
H  -2.9112  -3.5272  -1.6780  0.312
H  -5.2757  -3.9250  -1.1542  0.469
H  -6.2525  -3.0302  0.9308  0.442
H  -4.8543  -1.7408  2.5032  0.471
H  -2.4795  -1.3333  1.9954  0.199
H  -0.5018  -0.0223  -2.0699  -0.928
H  0.1638  0.0974  -4.3867  0.619
H  0.3074  -1.9589  -5.7595  0.463
H  -0.1068  -4.1622  -4.7274  0.498
H  -0.6035  -4.3426  -2.3270  0.417
H  0.9729  -5.9189  1.1989  0.581
H  3.1795  -6.1441  2.2969  0.466
H  4.5758  -4.0838  2.6452  0.542
H  3.6853  -1.9249  1.8694  0.271
N  0.8647  0.3962  5.1653  -0.054
C  1.9203  1.1347  4.3862  -1.114
C  1.4740  1.2920  2.9437  -0.642
N  1.1692  -0.0015  2.2849  1.944
C  0.1726  -0.7467  3.0853  -0.302
C  0.5867  -0.9413  4.5347  -1.455
H  0.0051  0.9507  5.1891  0.388
H  1.1576  0.2786  6.1375  0.377
H  2.8326  0.5440  4.4762  0.375
H  2.0821  2.1019  4.8581  0.471
H  2.2624  1.8065  2.3993  0.052
H  0.5787  1.9142  2.8773  0.473
H  2.0172  -0.5661  2.2495  -0.136
H  0.0201  -1.7279  2.6422  -0.047
H  -0.7704  -0.1993  3.0266  0.396
H  1.5053  -1.5228  4.6238  0.445
H  -0.1976  -1.4314  5.1085  0.477
C  -4.3929  5.6784  -2.2112  -1.637
C  -3.6253  4.5998  -1.5047  0.598
C  -3.7540  3.2662  -1.8600  -1.155
C  -3.0715  2.2462  -1.1961  0.636
C  -3.3383  0.8312  -1.6307  -1.248
C  -2.2063  2.6011  -0.1605  0.762
Se  -1.2018  1.2940  0.8325  -0.345
C  -2.0821  3.9361  0.2575  0.702
C  -1.2405  4.3482  1.4358  -1.719
C  -2.7867  4.9091  -0.4320  -0.858
H  -4.9150  5.2914  -3.0842  0.392
H  -3.7320  6.4842  -2.5336  0.375
H  -5.1350  6.1191  -1.5439  0.375
H  -4.4316  2.9956  -2.6630  0.465
H  -4.4027  0.6966  -1.8256  0.686
H  -3.0482  0.1032  -0.8780  -0.343
H  -2.8264  0.5879  -2.5669  0.305
H  -0.2396  3.9146  1.4028  0.169
H  -1.7055  4.0391  2.3761  0.318
H  -1.1354  5.4316  1.4675  0.459
H  -2.6944  5.9429  -0.1162  0.458

The net charge is +3.

***

(ii)
A molecular structure, C42H47N7OPSeZr. Source: the Open Molecules 2025 dataset; level of theory: ωB97M-V/def2-TZVPD.

Last column: Mulliken charge in e.
Positions of all 100 atoms, in Å:
Zr  1.8286  -0.4427  0.2328  -0.147
O  3.2564  3.2794  -1.2361  -0.645
C  2.7593  2.1864  -1.0942  -0.201
N  2.7812  1.4203  0.0400  0.966
C  3.4922  2.0093  1.1730  -1.288
C  3.9054  0.9097  2.1053  0.538
C  4.8210  1.1138  3.1284  -1.002
C  5.1800  0.0501  3.9340  -0.631
C  4.6218  -1.2089  3.6977  -1.015
C  3.7221  -1.3412  2.6716  -0.261
N  3.3596  -0.3003  1.8873  1.327
C  2.0500  1.4715  -2.2238  0.379
C  2.0215  2.0004  -3.4964  -0.770
C  1.3738  1.2865  -4.4923  -0.517
C  0.7700  0.0773  -4.1713  -0.767
C  0.8405  -0.3844  -2.8751  -0.455
N  1.4836  0.2902  -1.9075  0.373
H  2.8536  2.7095  1.7075  -0.044
H  4.3587  2.5810  0.8327  0.914
H  5.2472  2.0965  3.2768  0.621
H  5.8967  0.1912  4.7322  0.474
H  4.8886  -2.0664  4.2979  0.529
H  3.2651  -2.2998  2.4461  0.426
H  2.5076  2.9499  -3.6737  0.589
H  1.3415  1.6654  -5.5052  0.488
H  0.2476  -0.5063  -4.9159  0.538
H  0.3677  -1.3189  -2.5937  0.384
N  1.5887  -3.7700  -1.0014  0.462
P  0.4297  -2.9186  -0.0945  1.158
C  0.1718  -3.9256  1.3722  0.675
C  -0.3423  -5.2172  1.2321  -0.812
C  -0.4562  -6.0382  2.3420  -0.796
C  -0.0675  -5.5730  3.5929  -0.651
C  0.4294  -4.2859  3.7390  -0.791
C  0.5493  -3.4607  2.6302  -0.027
C  -1.0806  -3.1322  -1.0605  0.536
C  -1.0620  -3.4920  -2.4077  -0.616
C  -2.2529  -3.6494  -3.1011  -0.864
C  -3.4622  -3.4399  -2.4524  -0.611
C  -3.4838  -3.0697  -1.1148  -0.735
C  -2.2972  -2.9149  -0.4140  -0.541
C  2.8828  -3.3242  -1.1180  0.288
C  3.8534  -4.1439  -1.6995  -1.139
C  5.1337  -3.6725  -1.8563  -0.418
C  5.4498  -2.3751  -1.4350  -1.114
C  4.4545  -1.6326  -0.8673  -0.208
N  3.1744  -2.0802  -0.6902  0.840
H  1.4368  -4.7412  -1.2409  0.373
H  -0.6702  -5.5783  0.2634  0.392
H  -0.8556  -7.0375  2.2349  0.443
H  -0.1638  -6.2154  4.4577  0.426
H  0.7117  -3.9205  4.7173  0.497
H  0.8942  -2.4424  2.7561  0.147
H  -0.1209  -3.6633  -2.9172  0.472
H  -2.2351  -3.9463  -4.1410  0.469
H  -4.3894  -3.5728  -2.9915  0.453
H  -4.4264  -2.9123  -0.6085  0.503
H  -2.3208  -2.6477  0.6371  0.410
H  3.5802  -5.1395  -2.0225  0.513
H  5.8910  -4.3005  -2.3068  0.458
H  6.4429  -1.9671  -1.5453  0.512
H  4.6512  -0.6263  -0.5161  0.300
N  -7.9059  3.9625  -2.8148  -0.178
C  -7.5066  3.1386  -1.6144  -0.580
C  -5.9937  2.9231  -1.6265  -0.668
N  -5.5281  2.3615  -2.8706  -0.242
C  -5.9477  3.1147  -4.0369  -0.729
C  -7.4512  3.3380  -4.1109  -0.523
H  -7.4958  4.8966  -2.7303  0.383
H  -8.9189  4.0945  -2.8280  0.347
H  -8.0489  2.1972  -1.6962  0.361
H  -7.8419  3.6687  -0.7243  0.380
H  -5.7255  2.2869  -0.7842  0.362
H  -5.4876  3.8816  -1.4697  0.344
H  -5.7719  1.3822  -2.9480  0.296
H  -5.6286  2.6054  -4.9449  0.380
H  -5.4387  4.0840  -4.0213  0.344
H  -7.9932  2.3974  -4.2088  0.344
H  -7.7373  4.0025  -4.9239  0.381
C  1.6311  5.2611  4.0013  -1.706
C  1.1896  3.9784  3.3562  0.568
C  1.5417  2.7444  3.8895  -1.084
C  1.1221  1.5426  3.3206  0.975
C  1.4917  0.2420  3.9732  -1.268
C  0.3251  1.6091  2.1680  0.728
Se  -0.3763  -0.0437  1.4334  0.007
C  -0.0425  2.8381  1.5944  1.156
C  -0.9196  2.9215  0.3723  -1.799
C  0.3992  4.0011  2.2100  -0.825
H  2.3625  5.0816  4.7868  0.390
H  0.7799  5.7757  4.4497  0.369
H  2.0681  5.9411  3.2692  0.386
H  2.1437  2.7089  4.7905  0.372
H  2.0631  0.4189  4.8822  0.418
H  2.0958  -0.3848  3.3094  -0.372
H  0.6012  -0.3315  4.2356  0.515
H  -0.4779  2.3986  -0.4802  0.126
H  -1.0856  3.9591  0.0912  0.403
H  -1.8876  2.4537  0.5696  0.419
H  0.1165  4.9559  1.7802  0.418

The net charge is +3.

***

Stability, highest: (ii)

***

(i)
2 unconnected molecules or ions with the total composition C2H5N4O. Source: the Open Molecules 2025 dataset; level of theory: ωB97M-V/def2-TZVPD.

Last column: Mulliken charge in e.
Positions of all 12 atoms, in Å:
C  2.0621  -0.0790  0.0991  0.734
C  -1.0111  -0.1238  -0.1559  0.484
N  2.8546  0.6526  0.6593  -0.481
N  -1.8198  -1.0482  0.2031  -0.290
N  1.0482  -1.0130  -0.0073  -0.277
N  -1.1194  1.0940  -0.5446  -0.274
O  1.7446  -0.5359  -1.1205  -0.210
H  2.8562  0.7542  1.6650  0.303
H  -1.4518  -1.9530  0.4817  0.279
H  -2.8350  -0.9424  0.2076  0.244
H  -2.0202  1.5434  -0.7005  0.243
H  -0.3084  1.6511  -0.7871  0.245

The net charge is +1.

***

(ii)
A gas-phase ion, C2H5N4O (charge +1). Source: the Open Molecules 2025 dataset; level of theory: ωB97M-V/def2-TZVPD.

Last column: Mulliken charge in e.
Positions of all 12 atoms, in Å:
N  1.3739  0.9877  0.0265  -0.840
N  0.1791  0.4613  0.0056  1.146
N  -0.9735  1.1174  0.0695  -0.883
C  -1.8962  0.2328  0.0340  -0.045
N  -1.3536  -0.9940  -0.0174  -0.110
C  -0.0015  -0.8799  -0.0516  0.467
O  0.7839  -1.8862  0.0583  -0.426
H  1.1969  1.9507  0.2619  0.318
H  2.1059  0.9016  -0.7713  0.294
H  -3.0240  0.2968  -0.0366  0.367
H  -1.9154  -1.8414  -0.3179  0.317
H  1.7604  -1.7663  0.0653  0.394

As for the structure (SMILES): Nn1nc[nH+]c1O. The net charge is +1.

***

Stability, highest: (ii)

***

(i)
C3H5ClO in the gas phase. Source: the Open Molecules 2025 dataset; level of theory: ωB97M-V/def2-TZVPD.

Last column: Mulliken charge in e.
Positions of all 10 atoms, in Å:
C  1.5438  -0.6062  0.0834  -0.689
O  0.1562  -0.7276  -0.1530  -0.369
C  -0.5924  0.3923  -0.1530  0.043
C  -1.8734  0.5486  0.0779  -0.305
Cl  -2.9583  -0.7265  -0.0099  -0.164
H  1.6839  -0.0129  1.0175  0.302
H  2.0248  -1.5804  0.0734  0.230
H  1.8734  -0.1091  -0.8053  0.351
H  0.2027  1.2052  -0.0487  0.284
H  -2.0606  1.6166  -0.0822  0.315

As for the structure (SMILES): CO/C=C\Cl.

***

(ii)
C3H5ClO in the gas phase. Source: the Open Molecules 2025 dataset; level of theory: ωB97M-V/def2-TZVPD.

Last column: Mulliken charge in e.
Positions of all 10 atoms, in Å:
C  -0.9593  -0.6138  1.2292  -0.715
O  -0.7000  -0.0357  -0.0224  -0.266
C  0.5521  -0.0876  -0.4848  0.083
C  0.9678  0.6572  -1.5907  -0.429
Cl  0.1623  2.2253  -1.9612  -0.190
H  -0.9333  -1.6805  1.2462  0.331
H  -0.3699  -0.2759  2.1052  0.331
H  -1.9871  -0.1263  1.4433  0.233
H  1.2457  -0.8569  -0.1060  0.308
H  2.0216  0.7941  -1.8591  0.314

As for the structure (SMILES): CO/C=C\Cl.

***

Stability, highest: (ii)

***

(i)
C2H4N3P in the gas phase. Source: the Open Molecules 2025 dataset; level of theory: ωB97M-V/def2-TZVPD.

Last column: Mulliken charge in e.
Positions of all 10 atoms, in Å:
C  -1.3761  -1.0339  0.0102  -0.364
C  -0.0130  -0.5672  0.2742  0.209
N  -2.1872  -0.1681  -0.5131  0.480
N  -2.6874  0.7739  -0.9045  -0.462
N  0.4603  0.5371  -0.2318  -0.452
P  2.0044  1.0693  -0.4597  -0.066
H  -1.7740  -1.9706  0.4838  0.266
H  0.6116  -1.3632  0.6819  0.333
H  2.7150  0.2977  0.4622  -0.002
H  2.2464  2.4249  0.1970  0.059

***

(ii)
C2H4N3P in the gas phase. Source: the Open Molecules 2025 dataset; level of theory: ωB97M-V/def2-TZVPD.

Last column: Mulliken charge in e.
Positions of all 10 atoms, in Å:
P  -0.4512  -1.0196  -1.4349  -0.179
C  0.3965  -0.0633  -0.1329  0.387
N  0.6612  -0.5640  1.0389  -0.535
C  1.0935  0.5589  1.7367  0.004
N  1.1982  1.6253  1.0168  -0.661
N  0.7247  1.2393  -0.2319  0.157
H  -1.6245  -0.0749  -1.5943  0.064
H  -1.1160  -1.8497  -0.5319  0.081
H  1.2808  0.3494  2.7424  0.459
H  0.7718  1.7744  -1.0597  0.223

As for the structure (SMILES): Pc1ncn[nH]1.

***

Stability, highest: (ii)